A cluster of 12 separate species, C9H41NO12 in total in a non-equilibrium geometry, computed with wB97M-V/def2-TZVPD.

Its lowest unoccupied orbital energy is 0.172 eV. The gap between HOMO and LUMO comes out at 8.79 eV. As for the HOMO energy: -8.62 eV. The largest force on an atom is 0.056 hartree/bohr. As for the total charge: 0.

Last column: natural (NBO) charge in e.
Positions of all 63 atoms, in Å:
1 C -1.4597 5.5715 4.2629  -0.654
2 C -1.2787 4.6284 3.0845  0.117
3 C -2.6089 4.6269 2.2801  -0.621
4 C -0.2386 5.1532 2.0500  -0.401
5 C 1.2164 5.2094 2.5293  -0.404
6 C 1.6400 3.7669 2.6917  -0.398
7 C 0.7294 3.0009 3.6948  0.109
8 C 1.1614 1.6108 3.4869  -0.612
9 C 1.0174 3.3462 5.1291  -0.638
10 N -0.7596 3.2331 3.3492  -0.192
11 O -1.5834 2.5057 4.2728  -0.604
12 H -0.6430 5.6507 4.9804  0.215
13 H -1.7641 6.5794 3.9808  0.221
14 H -2.1988 5.0148 4.8391  0.226
15 H -2.9094 5.5898 1.8672  0.216
16 H -2.7695 3.9693 1.4257  0.217
17 H -3.4434 4.3947 2.9418  0.209
18 H -0.3398 4.6579 1.0843  0.207
19 H -0.4286 6.1983 1.8057  0.204
20 H 1.8943 5.6313 1.7873  0.209
21 H 1.2342 5.8336 3.4226  0.201
22 H 2.6651 3.7638 3.0622  0.207
23 H 1.7147 3.2865 1.7162  0.212
24 H 2.2503 1.5888 3.5308  0.216
25 H 0.7732 1.2161 2.5480  0.216
26 H 0.7526 0.9241 4.2282  0.209
27 H 0.2776 3.0154 5.8581  0.233
28 H 1.1316 4.4149 5.3105  0.202
29 H 1.9522 2.8614 5.4108  0.208
30 H -1.9429 1.7892 3.7447  0.469
31 O -2.8685 -0.7513 -0.7794  -0.936
32 H -2.6842 0.0819 -0.3457  0.469
33 H -3.6816 -1.0565 -0.3770  0.467
34 O 2.0851 -2.6595 -7.0115  -0.930
35 H 1.3189 -2.2587 -6.6011  0.469
36 H 1.8481 -2.7400 -7.9354  0.461
37 O 1.7327 -9.6620 -1.4029  -0.929
38 H 1.9117 -10.2882 -0.7014  0.463
39 H 0.8318 -9.3785 -1.2475  0.466
40 O -1.2580 -6.2947 0.9218  -0.934
41 H -2.2136 -6.3396 0.8912  0.468
42 H -1.0085 -6.9379 1.5853  0.467
43 O 4.1989 -5.6085 1.2670  -0.928
44 H 4.5254 -4.9633 1.8941  0.465
45 H 3.8062 -6.2927 1.8091  0.463
46 O -2.6290 -0.0601 -6.4347  -0.939
47 H -2.9866 0.0366 -7.3173  0.468
48 H -3.3741 0.0982 -5.8551  0.471
49 O -0.0629 -7.7195 -5.8232  -0.927
50 H -0.5488 -7.6648 -6.6460  0.462
51 H -0.6371 -8.2131 -5.2377  0.465
52 O 0.0729 -3.7210 -2.6109  -0.939
53 H -0.3054 -2.8934 -2.3139  0.468
54 H -0.0501 -4.3193 -1.8739  0.471
55 O 5.0018 -0.8453 -2.5905  -0.933
56 H 5.6330 -0.1260 -2.6120  0.462
57 H 4.1478 -0.4168 -2.6482  0.471
58 O 1.2095 1.7480 -4.1201  -0.937
59 H 1.2365 2.7025 -4.0536  0.465
60 H 0.6253 1.5752 -4.8584  0.473
61 O -4.3328 -4.5925 -5.6644  -0.940
62 H -3.5001 -4.2460 -5.3439  0.474
63 H -4.0859 -5.2259 -6.3382  0.465

Forces on atoms 1 to 6 (eV/Å):
-0.098 -1.119 0.918
1.703 -0.178 -2.344
-1.136 -0.402 0.716
0.484 1.620 -0.095
-0.741 -1.031 -0.712
0.066 1.010 1.333

A structure of composition C9H4Cl2MnN2O3Ti in a non-equilibrium geometry, computed with wB97M-V/def2-TZVPD.

Its lowest unoccupied orbital energy (spin up / spin down) is -18.314 / -18.314 eV. Its expectation value of S² is 8.760. The gap between HOMO and LUMO (spin up / spin down) comes out at 4.34 / 4.34 eV. As for the HOMO energy (spin up / spin down): -22.66 / -22.65 eV. Its spin multiplicity is 6. The largest force on an atom is 0.271 hartree/bohr. As for the total charge: +4.

Last column: natural (NBO) charge in e.
Positions of all 22 atoms, in Å:
1 Mn -3.1787 -1.0300 -2.6121  1.487
2 Ti 0.4203 -0.3697 0.3808  1.433
3 Cl -1.1025 -0.2327 -1.6269  -0.487
4 Cl 0.6113 -2.3752 1.2309  0.096
5 C -0.3151 0.7446 1.7455  0.441
6 C -3.0026 -1.5350 -4.3721  0.329
7 C -3.6470 -2.5872 -1.7446  0.333
8 O -0.8513 1.4212 2.5568  -0.076
9 O -3.4847 -1.4845 -5.4343  -0.130
10 O -4.3977 -3.1494 -1.0395  -0.147
11 N 7.1316 2.5997 -0.8387  0.061
12 C 6.0612 2.1531 -0.6602  0.157
13 C 4.7389 1.5922 -0.4747  0.086
14 C 3.6102 2.4235 -0.4516  -0.137
15 C 2.3580 1.8670 -0.2124  0.042
16 N 2.2207 0.5331 0.0339  -0.534
17 C 3.3134 -0.2845 -0.0051  0.057
18 C 4.5812 0.2215 -0.2469  -0.148
19 H 3.7132 3.4985 -0.6300  0.316
20 H 1.4400 2.4509 -0.2115  0.246
21 H 3.1147 -1.3441 0.1500  0.256
22 H 5.4475 -0.4454 -0.2512  0.319

Forces on atoms 1 to 6 (eV/Å):
1.260 5.381 2.370
3.396 -4.297 -4.934
0.970 0.129 1.361
-0.261 2.360 -0.755
-5.897 7.811 9.944
-2.749 -0.432 -11.537

A structure of composition C9H4ClNO4Y in a non-equilibrium geometry, computed with wB97M-V/def2-TZVPD.

Its lowest unoccupied orbital energy is -14.404 eV. The gap between HOMO and LUMO comes out at 5.31 eV. As for the HOMO energy: -19.71 eV. The largest force on an atom is 0.146 hartree/bohr. As for the total charge: +3.

Last column: natural (NBO) charge in e.
Positions of all 20 atoms, in Å:
1 O 2.6574 2.7627 0.3975  -0.198
2 C 2.1164 1.9552 -0.2292  0.385
3 Y 0.8963 0.3055 -1.4427  1.980
4 O 3.9969 -1.6473 -0.3911  -0.231
5 C 3.0736 -1.0582 -0.7298  0.418
6 C 1.5197 1.6388 -3.3800  0.378
7 O 1.8241 2.2693 -4.2995  -0.179
8 C 0.6225 -1.6129 -2.9043  0.378
9 O 0.4550 -2.5265 -3.5915  -0.185
10 Cl -3.4800 -2.3320 0.8853  0.175
11 C -2.3119 -1.1005 1.1737  -0.033
12 C -2.3875 -0.3045 2.3152  -0.072
13 C -1.4223 0.6802 2.5115  -0.173
14 C -0.4256 0.8504 1.5689  0.052
15 N -0.3844 0.0981 0.4400  -0.698
16 C -1.2937 -0.9053 0.2423  -0.023
17 H -3.1967 -0.4730 3.0197  0.299
18 H -1.4370 1.3192 3.3882  0.293
19 H 0.3653 1.5990 1.6839  0.222
20 H -1.1881 -1.5182 -0.6582  0.213

Forces on atoms 1 to 6 (eV/Å):
-2.592 -3.926 -3.041
3.649 5.267 3.915
-1.425 -1.366 1.790
-3.651 2.334 -1.343
3.612 -2.341 1.330
1.794 4.117 -5.733